# 1
Here is C5H10 in the gas phase from OMol25. Energies are from ωB97M-V with the def2-TZVPD basis set.

Kohn-Sham gap = 0.4492 hartree
LUMO energy = 1.23 eV
spin multiplicity = 1
energy relative to the best compared isomer or geometry (same formula, charge and spin) = 0.1695 eV

CARTESIAN COORDINATES (ANGSTROEM)
C 1.17424 0.46449 0.19383
C -0.59116 -0.63720 -0.89218
C 0.81494 -0.85838 -0.46397
C -0.09352 0.88617 0.89827
C -1.27995 0.16765 0.20772
H -0.60309 -0.04465 -1.81934
H -0.09718 0.50398 1.93454
H 1.95979 0.33660 0.94253
H -1.77443 -0.48641 0.92899
H -0.22808 1.96635 0.93068
H -2.03528 0.86464 -0.20392
H 1.49871 -1.13436 -1.30841
H -1.10494 -1.58062 -1.06774
H 1.46569 1.20160 -0.59468
H 0.89427 -1.64986 0.31370

# 2
Here is 10 unconnected molecules or ions with the total composition C40H106N6O12 from OMol25. Energies are from ωB97M-V with the def2-TZVPD basis set.

expectation value of S² = 0.7504
charge = -1
Kohn-Sham gap (spin up / spin down) = 0.0519 / 0.3150 hartree
LUMO energy (spin up / spin down) = 2.18 / 2.12 eV
spin multiplicity = 2

CARTESIAN COORDINATES (ANGSTROEM)
O -18.71835 16.88807 13.12670
O -19.51358 13.09942 4.08344
O -18.45586 8.75052 9.55640
O -22.07541 16.28002 1.61623
O -20.31504 8.59468 4.47910
O -23.43701 8.55285 8.00583
O -16.79728 12.75956 14.35393
O -20.99073 15.37802 15.83981
O -23.73742 7.02942 12.54031
O -20.93517 6.27513 5.80373
O -13.82548 6.19747 10.94308
O -14.16742 11.45671 8.75141
N -18.88525 16.65061 10.22829
N -15.79553 8.65139 8.82521
N -19.67862 13.09419 14.11820
N -22.08035 14.16057 3.61748
N -20.50116 6.95527 8.80300
N -26.76110 6.84284 7.93209
C -24.80916 8.36579 7.64531
C -21.68763 14.48522 14.86423
C -14.08483 7.35696 10.13668
C -24.64315 5.91901 8.27225
C -15.22562 13.10702 7.49830
C -20.99125 13.12973 14.77854
C -23.32620 8.01398 11.55813
C -14.31035 12.85243 8.64290
C -17.66025 14.64687 10.28900
C -18.96523 9.90386 8.90834
C -22.73739 9.64235 7.44129
C -15.47750 12.99033 13.88835
C -21.94854 8.54519 11.84666
C -17.83650 16.22164 12.33087
C -18.42208 12.81993 4.94586
C -21.82944 5.80627 4.82807
C -18.31241 11.13982 9.47617
C -24.35263 9.09481 11.63513
C -22.12310 15.82274 0.25534
C -18.53503 15.58868 11.08300
C -17.64574 11.89896 13.56666
C -25.46925 7.14901 8.40416
C -12.93196 13.45159 8.63622
C -20.63890 12.32721 4.28418
C -18.70849 9.83387 7.45386
C -21.82480 16.47733 16.15672
C -15.84623 6.26347 8.66396
C -19.85255 5.98228 7.94739
C -19.63783 7.73657 2.40788
C -20.88147 5.40234 6.91581
C -18.28599 16.92034 14.47289
C -19.00915 11.76935 14.14801
C -23.24400 16.09327 2.36194
C -19.27966 4.92937 8.88399
C -17.92854 8.06115 4.36059
C -15.52455 7.43284 9.62900
C -19.18548 8.60748 3.62685
C -23.26620 14.61178 2.84005
C -21.63873 12.82599 3.23887
C -12.52937 5.97316 11.29988
H -21.29270 17.28154 16.66489
H -16.98187 16.86094 12.10952
H -20.90316 12.72794 15.78796
H -21.18331 7.80049 11.62771
H -19.05179 6.48380 7.40393
H -19.11630 10.64020 6.84425
H -21.84612 8.90804 12.86939
H -26.86493 5.99089 8.46456
H -19.06722 13.85396 14.38095
H -19.62369 6.70525 2.76041
H -17.90658 14.50772 9.23635
H -21.88609 14.84103 13.85325
H -18.55410 15.94153 14.87055
H -16.79806 8.74991 8.89818
H -21.35864 5.32939 3.96841
H -18.57229 11.18499 10.53378
H -12.45247 13.29671 9.60276
H -16.06392 12.41053 7.51439
H -22.13304 16.92921 15.21391
H -19.39319 15.03085 11.45782
H -20.99808 12.55921 5.28681
H -23.10971 16.69322 3.26200
H -18.09098 11.82862 4.63635
H -23.37312 7.48637 10.60548
H -22.67253 14.30875 15.29658
H -21.36336 12.71624 2.18995
H -24.47806 5.54051 7.26350
H -17.01466 8.42153 3.88831
H -15.27420 6.27080 7.73615
H -22.65256 9.49241 6.36499
H -25.08485 5.12994 8.88083
H -13.70052 8.31295 10.49228
H -17.83031 8.54817 5.33077
H -24.48743 9.83236 10.84395
H -13.48474 7.26932 9.23097
H -19.61187 11.05930 13.58174
H -25.37727 9.23628 7.97333
H -15.73770 5.32127 9.20117
H -19.09617 8.89169 7.06645
H -21.68693 9.63875 7.73220
H -17.69045 13.66572 10.76288
H -20.30954 7.82210 5.04891
H -22.55128 12.26263 3.43368
H -21.40425 14.83042 3.27942
H -17.57000 13.49889 4.97873
H -25.37628 8.72055 11.64861
H -20.03232 4.33111 9.39751
H -27.43136 7.44677 8.38610
H -24.06904 9.65007 12.52920
H -17.95586 6.97332 4.42357
H -25.44683 7.34503 9.47616
H -16.64945 15.05221 10.24349
H -12.96151 14.52937 8.47615
H -15.06864 13.89349 14.34139
H -22.30556 6.70543 4.43702
H -23.18769 10.62494 7.58225
H -15.63256 14.11728 7.54144
H -14.87938 13.16730 9.51763
H -15.30337 9.44610 9.20772
H -17.65442 12.27722 12.54443
H -22.95126 16.31052 -0.25878
H -23.45504 14.00035 1.95767
H -12.30646 13.05877 7.83463
H -22.73011 16.32694 16.74483
H -19.60266 16.34730 9.58532
H -15.41691 13.17153 12.81523
H -18.69961 12.69856 5.99292
H -17.28927 10.86976 13.52474
H -18.92327 17.60193 15.03627
H -16.15608 7.57786 10.50550
H -20.65339 8.00211 2.11426
H -17.23245 11.25719 9.38663
H -23.70528 7.37753 13.43439
H -24.19447 14.46871 3.39317
H -24.93155 8.27756 6.56580
H -17.46843 15.38562 12.92560
H -14.78440 13.11443 6.50162
H -12.48943 5.09600 11.94572
H -20.47476 4.46979 6.52462
H -19.37306 17.34052 10.78162
H -16.83374 6.38791 8.21962
H -12.05783 6.81496 11.80696
H -20.02298 9.80645 9.15283
H -11.84990 5.76878 10.47245
H -18.76242 11.99767 8.97649
H -13.69326 11.19623 7.95836
H -19.02211 11.33676 15.14840
H -22.13571 14.73309 0.23111
H -23.62818 6.12794 8.61029
H -17.23924 17.15798 14.66246
H -21.27002 7.39555 8.31810
H -19.10449 8.07663 9.34020
H -20.97325 6.43857 9.53118
H -20.31672 11.28769 4.22340
H -14.81022 12.17017 14.15328
H -21.68641 9.43981 11.28184
H -18.98766 9.65472 3.39826
H -24.17278 16.45315 1.91926
H -22.59048 5.13922 5.23303
H -21.17618 16.15731 -0.16835
H -18.74386 4.23065 8.24149
H -21.85018 5.30457 7.40586
H -19.01305 7.92466 1.53473
H -21.63819 12.48082 14.18822
H -17.62346 9.78855 7.36030
H -18.61285 5.24445 9.68661

# 3
Here is 9 unconnected molecules or ions with the total composition C10H36N11O11 from OMol25. Energies are from ωB97M-V with the def2-TZVPD basis set.

charge = -1
Kohn-Sham gap = 0.3309 hartree
LUMO energy = 2.17 eV
spin multiplicity = 1
energy relative to the best compared isomer or geometry (same formula, charge and spin) = 3.0217 eV

CARTESIAN COORDINATES (ANGSTROEM)
O -2.21146 1.26676 2.37274
O 2.06275 -0.51410 1.71921
O 0.48306 -1.03420 -0.80622
O 3.46755 4.31797 1.48983
O 1.10134 0.93741 -0.85396
O -0.45258 3.73770 -1.29241
O 3.07302 -4.23975 -3.17836
O -0.95089 0.54561 -1.30179
O -3.11657 -1.99068 2.06624
O -2.93987 -3.27231 -4.22222
O -5.39550 2.09307 0.70595
N -2.57332 -1.12289 -3.63597
N 2.04340 2.61849 1.69008
N 4.92394 -3.46795 -2.17370
N 3.65562 2.49288 0.19182
N -3.23194 2.44225 0.09493
N 0.19681 0.14621 -1.03126
N -4.74168 1.79360 -1.36196
N -2.17200 -2.54070 0.05897
N -2.99508 -0.67954 0.25195
N -1.36480 -2.65957 -2.78233
N 3.01150 -2.91867 -1.41110
C 1.69212 -2.81952 2.02409
C 0.38405 4.85761 -1.06247
C 3.60747 -3.57473 -2.32353
C -2.79051 -1.76100 0.91503
C -2.33929 -2.44513 -3.63206
C 3.09564 3.20825 1.10465
C -1.01453 2.02057 2.23306
C 1.78965 -1.17999 4.09316
C 1.38829 -1.33946 2.59326
C -4.47981 2.13492 -0.13718
H -0.86047 -1.92828 -2.30173
H 4.36803 2.90368 -0.39453
H -0.21814 1.61712 2.85844
H -1.98028 -0.55969 -3.04334
H 5.50609 -4.04718 -2.76167
H 0.90477 -3.51077 2.32467
H 1.45991 -2.07066 4.62801
H 0.04469 2.95057 -1.05844
H -2.07105 0.32527 2.24829
H 1.70079 -2.79281 0.93446
H 2.01612 2.79507 2.68415
H 1.76402 1.69927 1.37848
H -0.19191 5.75873 -0.85191
H -2.62839 2.39570 -0.71357
H -3.78137 -0.10226 0.51384
H -1.15854 3.07839 2.45304
H 1.96873 -0.74208 0.79143
H 2.69039 -3.09672 2.36278
H 5.23703 -2.94708 -1.36700
H -0.60628 1.97909 1.22325
H 3.20389 1.64785 -0.12750
H -2.07488 -3.51835 0.29322
H 0.35646 -1.00131 2.49797
H 3.57185 -2.23299 -0.92535
H -2.34904 -0.27487 -0.41060
H -3.10699 -0.61603 -4.32763
H 2.87733 -1.21249 4.15639
H -5.62533 1.31987 -1.48376
H 1.13029 4.60243 -0.31007
H 1.01936 4.93808 -1.94451
H -4.04515 1.92328 -2.08177
H 1.51467 -0.24512 4.58154
H 2.00231 -2.92736 -1.45049
H -0.82638 -3.51016 -2.86419
H -2.12785 -2.32612 -0.92699
H -2.89125 2.67492 1.01682

# 4
Here is 2 unconnected molecules or ions with the total composition C8H20IN2 from OMol25. Energies are from ωB97M-V with the def2-TZVPD basis set.

charge = +1
Kohn-Sham gap = 0.3509 hartree
LUMO energy = -3.22 eV
spin multiplicity = 1
energy relative to the best compared isomer or geometry (same formula, charge and spin) = 2.3151 eV

CARTESIAN COORDINATES (ANGSTROEM)
I 3.03279 3.83253 1.36687
N -0.31146 0.92893 -1.00627
N 1.07648 -0.64922 -0.00011
C 0.10666 0.27151 0.03104
C -1.65245 1.37562 -1.29432
C -0.80652 0.23442 1.22150
C -1.64258 -1.08329 1.49589
C 1.70201 -0.90814 1.23706
C -2.49409 -1.50684 0.34191
C 0.69636 1.37395 -1.93799
C 1.58245 -1.47422 -1.05994
H 1.17484 -1.50754 2.03908
H 1.69454 0.88120 -1.74712
H 0.82688 2.42249 -1.89887
H 0.56221 1.07897 -3.01426
H -2.36173 0.42287 -1.20813
H -1.93321 -1.89550 -0.55872
H 2.73670 -1.46014 1.04155
H -2.27148 -0.83912 2.29061
H 1.98428 0.10022 1.71866
H -3.17381 -2.38920 0.43746
H -1.06378 -1.99539 1.86424
H -3.15205 -0.62242 -0.00911
H -2.06896 2.06981 -0.64785
H 2.60814 -1.42694 -1.01330
H -0.13918 0.46579 2.11937
H -1.59019 1.78822 -2.34781
H 3.96732 2.99155 2.20968
H -1.47678 1.20057 1.19474
H 1.22548 -2.40753 -0.78952
H 1.16113 -1.27312 -2.07634

| no. | electronic energy (eV) |
| --- | --- |
| 1 | -5347.097 |
| 2 | -76701.220 |
| 3 | -49869.358 |
| 4 | -19692.815 |